Record 1
Here is a cluster of 2 separate species, C4H8O2 in total from OMol25. Energies are from ωB97M-V/def2-TZVPD.

Each line ends with the Löwdin charge.
Element x y z (Å)
C  -2.75  1.00  -0.54  0.161
C  -0.73  -0.92  0.20  -0.020
C  0.40  0.04  0.00  -0.405
O  0.23  1.23  -0.22  0.068
C  1.82  -0.50  0.11  -0.217
O  2.77  0.51  0.03  -0.041
H  -2.69  1.39  0.50  -0.049
H  -1.64  -0.59  -0.34  0.009
H  -2.09  1.71  -1.08  -0.060
H  -0.48  -1.94  -0.13  0.094
H  -0.98  -0.97  1.27  0.107
H  1.90  -1.05  1.06  0.136
H  1.95  -1.24  -0.70  0.136
H  2.27  1.33  -0.15  0.082

Computed properties:
Calculated total energy ... -8367.7304 eV
Net charge ... 0
HOMO-LUMO gap (alpha / beta) ... 8.6585 / 8.6933 eV
Relative energy (zero: lowest compared OMol25 entry of this formula, charge and spin) ... 5.5514 eV
E_LUMO (alpha / beta) ... -0.80 / -0.82 eV
Max |F| ... 0.55 eV/A
Highest occupied orbital energy (alpha / beta) ... -9.46 / -9.51 eV

Record 2
Here is a structure of composition C4H8O2 from OMol25. Energies are from ωB97M-V/def2-TZVPD.

Each line ends with the Löwdin charge.
Element x y z (Å)
C  -0.20  -0.99  -1.02  0.050
C  -0.38  0.15  -0.18  -0.661
O  -1.70  0.32  0.25  0.017
C  0.40  1.51  -0.30  -0.077
O  0.98  1.41  1.00  -0.064
C  0.67  0.05  0.92  -0.116
H  -0.10  -1.89  0.49  0.095
H  0.67  -1.07  -1.66  0.078
H  -1.07  -1.58  -1.29  0.076
H  -1.69  0.33  1.22  0.112
H  -0.27  2.37  -0.39  0.136
H  1.17  1.50  -1.08  0.131
H  -0.05  -1.54  1.27  0.118
H  1.56  -0.57  0.75  0.106

Computed properties:
Calculated total energy ... -8366.3832 eV
Net charge ... 0
HOMO-LUMO gap (alpha / beta) ... 8.1052 / 8.1073 eV
Relative energy (zero: lowest compared OMol25 entry of this formula, charge and spin) ... 6.8985 eV
E_LUMO (alpha / beta) ... -0.24 / -0.24 eV
Max |F| ... 0.45 eV/A
Highest occupied orbital energy (alpha / beta) ... -8.35 / -8.35 eV

Record 3
Here is an isolated molecule of C4H8O2 at a distorted geometry from OMol25. Energies are from ωB97M-V/def2-TZVPD.

Each line ends with the Löwdin charge.
Element x y z (Å)
C  0.60  1.11  -0.26  -0.262
O  1.33  1.91  0.70  -0.081
C  -0.51  0.43  0.52  -0.185
C  -1.08  -0.85  -0.16  -0.143
C  -0.04  -1.93  -0.23  -0.270
O  -0.29  -3.11  -0.27  0.062
H  1.28  0.41  -0.74  0.102
H  0.20  1.82  -0.99  0.118
H  2.21  2.11  0.37  0.082
H  -1.33  1.14  0.67  0.114
H  -0.10  0.21  1.51  0.118
H  -2.03  -1.17  0.25  0.120
H  -1.23  -0.54  -1.17  0.109
H  0.99  -1.54  -0.22  0.116

Computed properties:
Calculated total energy ... -8371.8299 eV
Net charge ... 0
HOMO-LUMO gap ... 10.6265 eV
Relative energy (zero: lowest compared OMol25 entry of this formula, charge and spin) ... 1.4519 eV
SMILES ... O=CCCCO
E_LUMO ... 0.80 eV
Max |F| ... 1.35 eV/A
Highest occupied orbital energy ... -9.83 eV

Record 4
Here is an isolated molecule of C4H8O2 from OMol25. Energies are from ωB97M-V/def2-TZVPD.

Each line ends with the Löwdin charge.
Element x y z (Å)
C  0.92  0.99  -1.72  -0.067
C  -0.42  0.69  -1.07  -0.218
O  -0.31  -0.46  -0.21  -0.021
C  -0.45  -0.25  1.11  -0.534
O  -0.68  0.83  1.61  0.089
C  -0.26  -1.52  1.90  0.018
H  1.71  1.01  -0.97  0.082
H  1.18  0.25  -2.48  0.075
H  0.88  1.98  -2.20  0.079
H  -0.78  1.53  -0.47  0.111
H  -1.18  0.43  -1.82  0.123
H  -0.51  -2.41  1.30  0.084
H  -0.88  -1.48  2.79  0.088
H  0.78  -1.60  2.21  0.093

Computed properties:
Calculated total energy ... -8372.9916 eV
Net charge ... 0
HOMO-LUMO gap ... 11.3932 eV
Relative energy (zero: lowest compared OMol25 entry of this formula, charge and spin) ... 0.2901 eV
SMILES ... CCOC(C)=O
E_LUMO ... 0.97 eV
Max |F| ... 0.45 eV/A
Highest occupied orbital energy ... -10.42 eV

Record 5
Here is an isolated molecule of C4H8O2 from OMol25. Energies are from ωB97M-V/def2-TZVPD.

Each line ends with the Löwdin charge.
Element x y z (Å)
O  -1.86  -0.17  -1.50  -0.054
C  -0.66  -0.74  -1.02  -0.247
C  -0.43  -0.42  0.44  -0.222
C  0.96  -0.50  1.00  -0.058
C  0.31  0.84  0.78  -0.335
O  0.71  1.64  -0.30  -0.017
H  -1.76  0.79  -1.42  0.089
H  0.21  -0.40  -1.61  0.120
H  -0.76  -1.82  -1.16  0.125
H  -1.26  -0.69  1.09  0.142
H  1.75  -0.79  0.31  0.112
H  1.10  -0.84  2.02  0.103
H  0.00  1.40  1.66  0.142
H  1.68  1.70  -0.29  0.101

Computed properties:
Calculated total energy ... -8371.3965 eV
Net charge ... 0
HOMO-LUMO gap ... 11.0009 eV
Relative energy (zero: lowest compared OMol25 entry of this formula, charge and spin) ... 1.8852 eV
SMILES ... OC[C@H]1C[C@H]1O
E_LUMO ... 0.87 eV
Max |F| ... 0.41 eV/A
Highest occupied orbital energy ... -10.13 eV

Record 6
Here is an isolated molecule of C4H8O2 from OMol25. Energies are from ωB97M-V/def2-TZVPD.

Each line ends with the Löwdin charge.
Element x y z (Å)
C  1.36  1.01  1.65  -0.119
O  0.50  1.00  0.54  -0.179
C  -0.20  -0.20  0.41  -0.195
C  -1.06  -0.11  -0.83  -0.277
C  -0.74  -0.85  -2.04  -0.114
O  -1.74  -1.32  -1.15  -0.033
H  0.81  0.84  2.59  0.090
H  2.14  0.23  1.55  0.090
H  1.84  1.99  1.68  0.089
H  -0.82  -0.39  1.30  0.136
H  0.48  -1.06  0.31  0.134
H  -1.63  0.81  -0.94  0.149
H  0.19  -1.43  -2.08  0.116
H  -1.12  -0.50  -3.00  0.112

Computed properties:
Calculated total energy ... -8370.7332 eV
Net charge ... 0
HOMO-LUMO gap ... 11.1647 eV
Relative energy (zero: lowest compared OMol25 entry of this formula, charge and spin) ... 2.5486 eV
SMILES ... COC[C@H]1CO1
E_LUMO ... 1.06 eV
Max |F| ... 0.39 eV/A
Highest occupied orbital energy ... -10.11 eV

Record 7
Here is an isolated molecule of C4H8O2 from OMol25. Energies are from ωB97M-V/def2-TZVPD.

Each line ends with the Löwdin charge.
Element x y z (Å)
O  1.19  -1.23  0.09  -0.119
C  1.31  0.02  -0.66  -0.277
C  0.58  1.08  0.06  -0.115
C  -0.90  0.99  0.21  -0.236
C  -0.93  -0.33  0.80  -0.165
O  -1.49  -1.38  0.18  0.043
H  1.08  -1.97  -0.52  0.077
H  0.93  -0.13  -1.68  0.112
H  2.38  0.27  -0.73  0.105
H  1.12  1.59  0.86  0.085
H  -1.49  1.02  -0.72  0.120
H  -1.26  1.73  0.92  0.120
H  -0.55  -0.59  1.78  0.135
H  -1.98  -1.07  -0.59  0.116

Computed properties:
Calculated total energy ... -8368.7134 eV
Net charge ... 0
HOMO-LUMO gap (alpha / beta) ... 7.1634 / 7.7705 eV
Relative energy (zero: lowest compared OMol25 entry of this formula, charge and spin) ... 4.5683 eV
E_LUMO (alpha / beta) ... 0.59 / 0.71 eV
Max |F| ... 0.88 eV/A
Highest occupied orbital energy (alpha / beta) ... -6.57 / -7.06 eV

Record 8
Here is an isolated molecule of C4H8O2 from OMol25. Energies are from ωB97M-V/def2-TZVPD.

Each line ends with the Löwdin charge.
Element x y z (Å)
C  -1.47  0.00  0.69  0.020
O  0.26  -1.60  -0.98  -0.210
C  1.01  -0.56  -0.75  -0.540
C  0.24  0.81  -0.94  0.000
O  -0.22  0.74  0.51  -0.211
C  1.02  -0.12  0.77  0.006
H  -1.79  0.19  1.71  0.106
H  -2.18  0.42  -0.02  0.106
H  -1.27  -1.05  0.44  0.095
H  2.03  -0.52  -1.20  0.125
H  -0.63  0.81  -1.60  0.126
H  0.81  1.75  -0.99  0.125
H  0.78  -0.89  1.51  0.130
H  1.77  0.59  1.12  0.123

Computed properties:
Calculated total energy ... -8368.1610 eV
Net charge ... 0
HOMO-LUMO gap ... 8.1692 eV
Relative energy (zero: lowest compared OMol25 entry of this formula, charge and spin) ... 5.1207 eV
E_LUMO ... 0.62 eV
Max |F| ... 0.74 eV/A
Highest occupied orbital energy ... -7.55 eV

Record 9
Here is a cluster of 2 separate species, C4H8O2 in total at a distorted geometry from OMol25. Energies are from ωB97M-V/def2-TZVPD.

Each line ends with the Löwdin charge.
Element x y z (Å)
C  0.31  2.42  -0.98  -0.006
C  -0.41  1.37  -0.53  -0.248
C  0.06  0.01  -0.51  -0.153
C  -0.90  -0.97  -0.74  -0.146
O  -1.78  -1.00  -1.82  0.012
H  -0.10  3.43  -1.14  0.061
H  1.32  2.10  -1.19  0.041
H  -1.44  1.57  -0.20  0.103
H  1.14  -0.15  -0.89  0.146
H  -0.93  -1.98  -0.28  0.104
H  -2.12  -1.90  -1.87  0.090
H  1.77  -0.87  3.26  0.057
H  1.15  -2.23  3.36  -0.017
O  1.94  -1.80  3.54  -0.044

Computed properties:
Calculated total energy ... -8368.8112 eV
Net charge ... 0
HOMO-LUMO gap ... 7.3678 eV
Relative energy (zero: lowest compared OMol25 entry of this formula, charge and spin) ... 4.4706 eV
SMILES ... C=C/C=C\O.O
E_LUMO ... -0.21 eV
Max |F| ... 3.08 eV/A
Highest occupied orbital energy ... -7.58 eV

Record 10
Here is an isolated molecule of C4H8O2 from OMol25. Energies are from ωB97M-V/def2-TZVPD.

Each line ends with the Löwdin charge.
Element x y z (Å)
C  0.19  -1.45  1.19  -0.104
O  -0.62  -0.30  1.17  -0.183
C  0.08  0.86  0.80  -0.168
C  0.34  1.00  -0.69  -0.435
O  1.24  1.70  -1.09  0.079
C  -0.58  0.34  -1.68  -0.005
H  1.01  -1.35  1.91  0.094
H  -0.45  -2.29  1.50  0.093
H  0.61  -1.68  0.20  0.086
H  -0.55  1.71  1.10  0.143
H  1.04  0.95  1.32  0.133
H  -0.29  0.82  -2.61  0.086
H  -1.64  0.43  -1.40  0.096
H  -0.38  -0.73  -1.75  0.084

Computed properties:
Calculated total energy ... -8371.8756 eV
Net charge ... 0
HOMO-LUMO gap ... 10.4003 eV
Relative energy (zero: lowest compared OMol25 entry of this formula, charge and spin) ... 1.4061 eV
SMILES ... COCC(C)=O
E_LUMO ... 0.87 eV
Max |F| ... 0.64 eV/A
Highest occupied orbital energy ... -9.53 eV

> What is the formula in the ninth record?

C4H8O2